# 1
ORCA calculation (ωB97M-V/def2-TZVPD) on a gas-phase ion, C23H22NO (charge +1).

```
47
Properties=species:S:1:pos:R:3:forces:R:3
C 0.360 4.544 0.301 0.029 0.150 0.340
O 0.426 3.139 0.002 -0.557 0.023 -1.482
C -0.196 2.707 -1.131 -1.500 0.431 -0.652
C -1.226 3.356 -1.878 0.465 -0.283 0.319
C -1.835 2.667 -2.957 -0.396 1.008 0.421
C -1.515 1.378 -3.369 -0.868 0.002 0.223
C -0.552 0.776 -2.610 -0.178 0.664 0.246
C 0.083 1.423 -1.556 0.658 -0.530 1.279
C 1.032 0.487 -0.883 1.053 -0.166 0.262
C 0.861 -0.031 0.749 1.137 0.358 0.235
C 2.176 -0.765 1.021 -0.617 0.406 -0.653
C 3.344 -0.166 1.537 -0.084 -1.074 -0.149
C 4.478 -0.986 1.692 -0.452 -0.045 -0.456
C 4.435 -2.363 1.359 0.066 0.438 -0.028
C 3.309 -2.898 0.723 0.071 0.207 -0.216
C 2.204 -2.052 0.510 1.031 -1.245 0.221
C -0.409 -0.738 1.133 -1.100 -0.109 -0.077
C -1.581 0.004 0.905 -0.204 0.239 -0.653
C -2.851 -0.553 0.891 0.240 -0.138 -0.043
C -3.009 -1.897 1.235 0.038 0.169 0.162
C -4.436 -2.374 1.445 0.273 -0.340 -0.344
C -1.856 -2.658 1.536 -0.763 0.691 -0.082
C -0.580 -2.058 1.596 -0.595 -0.312 -0.885
C 0.983 -0.643 -1.828 -1.113 -0.950 -1.060
N -0.025 -0.523 -2.721 2.602 -0.704 1.660
H 1.105 4.566 1.111 -0.536 0.791 -0.233
H 0.648 5.209 -0.549 -0.011 -0.758 0.500
H -0.660 4.845 0.634 0.747 -0.314 -0.022
H -1.593 4.354 -1.572 0.283 -0.724 -0.407
H -2.670 3.171 -3.447 0.325 -0.085 0.056
H -2.129 0.823 -4.080 0.377 0.400 -0.039
H 2.077 0.895 -0.692 -1.179 -0.413 -0.840
H 0.875 0.918 1.284 0.034 0.235 -0.275
H 3.388 0.902 1.772 -0.107 -0.417 0.054
H 5.414 -0.507 1.977 -0.211 -0.354 0.249
H 5.312 -2.998 1.542 -0.395 0.394 -0.148
H 3.319 -3.940 0.332 -0.048 0.932 0.459
H 1.364 -2.425 -0.083 0.164 -0.017 0.595
H -1.502 1.064 0.674 0.152 -0.132 -0.151
H -3.724 0.017 0.526 0.563 -0.147 0.632
H -4.507 -3.457 1.487 0.064 -0.149 0.122
H -4.796 -1.971 2.401 0.002 -0.108 -0.282
H -5.115 -2.055 0.640 0.267 0.127 0.268
H -2.028 -3.737 1.632 0.466 0.418 0.596
H 0.244 -2.666 1.944 0.107 0.060 -0.271
H 1.645 -1.520 -1.835 -0.580 0.461 -0.036
H -0.289 -1.264 -3.397 0.282 0.910 0.585
```
Positions in Å, forces in eV/Å.

Its net charge is +1. The calculation puts the energy relative to the best compared isomer or geometry (same formula, charge and spin) at 15.9 kcal/mol. For the largest force on an atom, the calculation gives 0.0616 Eh/bohr. The calculation puts the orbital gap at 6.999 eV. As for the HOMO energy: -0.4193 hartree. As for the SMILES: COc1cccc2c1[C@@H]([C@H](c1ccccc1)c1ccc(C)cc1)C=[NH+]2. The calculation puts the LUMO energy at -4.41 eV.

Here are the natural (NBO) charges for atoms 1 to 4, given in e:
1. C -0.264
2. O -0.498
3. C 0.332
4. C -0.269


# 2
ORCA calculation (ωB97M-V/def2-TZVPD) on a molecular structure, C20H12F6N6O4S5SbSn.

```
55
Properties=species:S:1:pos:R:3:forces:R:3
Sn -0.607 -0.791 -0.096 0.285 2.195 -1.444
C -2.864 1.118 3.451 -0.007 -0.045 -0.094
C -3.243 2.416 3.119 0.081 -0.024 -0.120
C -3.027 2.866 1.839 0.075 -0.192 0.142
C -2.412 2.029 0.892 -0.031 -0.232 0.135
N -2.021 0.789 1.241 0.505 -0.616 -0.425
C -2.263 0.349 2.481 -0.020 -0.271 0.409
N -2.310 2.537 -0.361 -0.029 0.715 -0.503
C -1.840 2.020 -1.433 -0.339 0.086 0.625
N -1.244 0.802 -1.655 -0.043 -1.122 0.589
C -0.940 0.711 -2.994 0.335 -0.318 -0.041
N -0.315 -0.196 -3.653 0.049 0.497 -0.501
C 0.033 -1.452 -3.284 -0.159 -0.191 0.029
C 0.899 -2.156 -4.140 0.009 -0.150 0.229
C 1.138 -3.491 -3.913 -0.053 0.138 0.083
C 0.492 -4.126 -2.852 -0.121 -0.041 0.063
C -0.313 -3.370 -2.033 -0.027 -0.375 0.129
N -0.525 -2.061 -2.220 0.199 0.288 0.714
C -1.391 1.931 -3.682 -0.251 0.506 0.281
C -1.350 2.304 -5.011 0.036 -0.118 0.061
C -1.887 3.542 -5.341 0.049 -0.072 -0.056
C -2.431 4.371 -4.366 -0.030 0.043 0.043
C -2.467 3.990 -3.030 -0.027 0.006 0.118
C -1.940 2.756 -2.707 0.231 -0.250 -0.598
H -3.032 0.716 4.439 0.050 -0.060 -0.001
H -3.709 3.057 3.855 -0.014 0.023 0.011
H -3.318 3.854 1.520 0.013 0.025 -0.069
H -1.951 -0.667 2.695 0.042 0.032 0.050
H 1.352 -1.620 -4.960 -0.074 0.043 -0.047
H 1.807 -4.047 -4.555 0.010 0.005 -0.027
H 0.621 -5.180 -2.660 0.013 -0.016 0.038
H -0.829 -3.809 -1.185 0.166 -0.037 -0.001
H -0.919 1.645 -5.751 0.009 0.004 -0.048
H -1.884 3.867 -6.373 0.017 0.016 -0.018
H -2.837 5.330 -4.657 -0.013 0.026 0.000
H -2.893 4.631 -2.273 -0.003 0.005 0.061
S 4.633 1.743 1.190 -1.055 -0.381 -0.401
Sb 2.396 1.394 1.147 1.411 1.963 0.582
S 1.703 0.221 -0.780 -0.645 -0.860 0.509
S 1.064 3.011 1.993 0.075 -0.936 -0.386
F 0.806 0.946 4.911 0.091 0.009 -0.215
C 1.027 -0.359 4.940 -0.208 -0.069 0.384
F 1.913 -0.624 5.890 0.119 -0.138 -0.158
F -0.120 -0.974 5.237 0.031 -0.076 -0.130
S 1.609 -0.929 3.277 0.029 0.297 0.753
O 0.563 -0.467 2.387 -0.387 0.293 -0.438
O 2.870 -0.251 3.082 -0.047 -0.262 0.017
N 1.683 -2.476 3.383 0.235 -0.063 0.070
S 0.765 -3.212 2.321 -0.619 -0.327 -0.119
O 1.204 -3.005 0.967 0.125 -0.065 -0.529
O -0.642 -3.027 2.550 -0.225 -0.265 0.079
C 1.121 -4.989 2.707 0.202 -0.166 0.202
F 0.361 -5.756 1.925 -0.104 0.250 -0.062
F 2.390 -5.286 2.472 0.092 0.164 -0.016
F 0.838 -5.258 3.974 -0.055 0.107 0.040
```
Positions in Å, forces in eV/Å.

Its net charge is 0. The calculation puts the energy relative to the best compared isomer or geometry (same formula, charge and spin) at 49.1 kcal/mol. For the largest force on an atom, the calculation gives 0.0514 Eh/bohr. The calculation puts the orbital gap (spin up / spin down) at 6.924 / 4.110 eV. As for the HOMO energy (spin up / spin down): -0.3067 / -0.3059 hartree. As for the multiplicity: 2. The calculation puts the LUMO energy (spin up / spin down) at -1.42 / -4.21 eV.

Here are the natural (NBO) charges for atoms 1 to 4, given in e:
1. Sn 1.631
2. C -0.256
3. C -0.133
4. C -0.220


# 3
ORCA calculation (ωB97M-V/def2-TZVPD) on 2 unconnected molecules or ions with the total composition C4H12N2O2.

```
20
Properties=species:S:1:pos:R:3:forces:R:3
C -1.541 -0.022 0.268 0.911 0.497 -0.294
C -0.173 -0.695 0.099 0.561 0.709 0.494
C 0.745 -0.461 1.319 -0.354 -0.160 1.098
N 0.493 -0.255 -1.139 -0.365 -0.870 0.312
C 0.760 1.040 -1.430 0.117 0.520 -0.300
N 1.245 1.285 -2.701 0.041 0.255 -0.022
O 0.568 1.967 -0.657 -0.175 -0.200 -0.043
H -1.846 -0.103 1.302 -0.494 -0.348 0.035
H -1.403 1.039 0.083 -0.016 0.169 0.045
H -2.256 -0.376 -0.463 -0.355 -0.323 0.107
H -0.310 -1.770 0.014 -0.020 -0.071 -0.232
H 1.582 0.213 1.171 0.030 -0.062 -0.434
H 1.089 -1.400 1.754 0.323 -0.135 -0.398
H 0.211 -0.045 2.180 -0.237 0.239 -0.310
H 0.751 -0.987 -1.771 0.015 0.128 -0.303
H 1.565 0.597 -3.355 -0.203 -0.162 0.082
H 1.150 2.235 -3.021 0.236 -0.138 0.143
O -1.459 -2.134 3.316 0.138 0.158 0.053
H -1.666 -1.185 3.317 -0.165 -0.601 -0.095
H -2.216 -2.618 2.965 0.013 0.396 0.064
```
Positions in Å, forces in eV/Å.

Its net charge is 0. The calculation puts the energy relative to the best compared isomer or geometry (same formula, charge and spin) at 17.4 kcal/mol. For the largest force on an atom, the calculation gives 0.0227 Eh/bohr. The calculation puts the orbital gap at 10.233 eV. As for the HOMO energy: -0.3493 hartree. As for the SMILES: CC(C)NC(N)=O.O. The calculation puts the LUMO energy at 0.73 eV.

Here are the natural (NBO) charges for atoms 1 to 4, given in e:
1. C -0.620
2. C -0.036
3. C -0.623
4. N -0.638